Entry 1:
Computed, not measured: a 2-piece molecular cluster, C14H16O overall at a distorted geometry, with ωB97M-V/def2-TZVPD.

Geometry as XYZ:
```
31
Properties=species:S:1:pos:R:3:mulliken_charge:R:1
C -1.38247 1.16337 0.69808 -1.34
C -2.02440 0.12296 -0.16183 0.64
C -2.30300 -1.16346 0.37239 -0.42
C -3.07856 -2.06265 -0.32913 -0.60
C -3.38764 -1.74716 -1.65631 0.79
O -4.09513 -2.65654 -2.40480 -0.57
C -2.90568 -0.61553 -2.27071 -0.56
C -2.26945 0.37740 -1.49829 -0.65
H -1.73156 2.17810 0.46039 0.43
H -0.29823 1.22964 0.72246 0.18
H -1.77148 0.98986 1.75115 0.33
H -1.88248 -1.41167 1.34164 0.34
H -3.38098 -2.93552 0.24716 0.37
H -3.82569 -2.68991 -3.32523 0.31
H -3.04789 -0.39650 -3.31459 0.34
H -2.01853 1.35039 -1.88280 0.40
C 2.54482 0.87043 2.92211 -1.47
C 2.48369 0.65607 1.38188 1.62
C 1.77193 -0.41986 0.80391 -0.96
C 1.94696 -0.50518 -0.56805 0.12
C 2.79374 0.27170 -1.32744 -0.90
C 3.49699 1.28310 -0.68791 -0.22
C 3.35535 1.49103 0.67600 -0.79
H 3.45847 1.45485 3.10378 0.34
H 2.23741 -0.07814 3.40869 0.32
H 1.77857 1.39470 3.51276 0.31
H 1.22626 -1.14548 1.37330 0.35
H 1.31863 -1.31942 -1.00862 0.28
H 3.05915 0.08933 -2.37362 0.38
H 4.10614 2.00499 -1.28024 0.30
H 3.82506 2.21910 1.31385 0.33
```

The LUMO energy is 0.83 eV. The calculation puts the total energy at -618.25936 Ha. As for the SMILES: Cc1ccc(O)cc1.Cc1ccccc1. Its frontier orbital gap is 9.2 eV.

***

Entry 2:
Computed, not measured: a 2-piece molecular cluster, C14H16O overall at a distorted geometry, with ωB97M-V/def2-TZVPD.

Geometry as XYZ:
```
31
Properties=species:S:1:pos:R:3:mulliken_charge:R:1
C 0.65910 -3.30520 -0.48379 -1.32
C -0.45998 -2.40120 -0.67966 0.47
C -0.55833 -1.28817 0.13800 -0.06
C -1.73184 -0.46141 0.16471 -0.75
C -2.73948 -0.81345 -0.69192 1.08
O -3.91752 -0.11110 -0.66428 -0.56
C -2.66322 -1.85291 -1.58201 -0.65
C -1.55606 -2.70846 -1.50516 -0.50
H 0.52891 -3.92785 0.34659 0.32
H 1.63227 -2.66987 -0.38037 0.26
H 0.89653 -3.93550 -1.36028 0.38
H 0.37763 -1.01367 0.71208 -0.06
H -1.77985 0.22442 0.97662 0.49
H -3.74966 0.62320 -0.03475 0.29
H -3.48070 -2.06792 -2.32499 0.32
H -1.45779 -3.65177 -2.08347 0.30
C 2.40884 0.37800 1.90694 -1.50
C 1.71629 1.46497 1.08140 0.61
C 2.18166 1.83633 -0.12948 -0.43
C 1.60124 2.82113 -0.91385 -0.65
C 0.40126 3.31042 -0.60908 -0.25
C -0.25123 2.93723 0.57205 -0.36
C 0.43113 2.07844 1.48282 -0.12
H 2.99431 -0.06854 1.19063 0.43
H 1.73926 -0.30199 2.46770 0.34
H 3.02713 0.92615 2.68164 0.37
H 3.08690 1.44279 -0.38672 0.48
H 2.12452 3.38121 -1.69482 0.32
H 0.04747 4.04128 -1.36516 0.30
H -1.44963 3.18790 0.67213 0.17
H -0.05917 1.92553 2.49646 0.33
```

The LUMO energy is 0.76 eV. The calculation puts the total energy at -618.24267 Ha. As for the SMILES: Cc1ccc(O)cc1.Cc1ccccc1. Its frontier orbital gap is 9.1 eV.

***

Entry 3:
Computed, not measured: a 2-piece molecular cluster, C14H16O overall at a distorted geometry, with ωB97M-V/def2-TZVPD.

Geometry as XYZ:
```
31
Properties=species:S:1:pos:R:3:mulliken_charge:R:1
C -2.36442 3.10279 -1.42432 -1.58
C -1.08019 2.72208 -0.70595 0.76
C -0.00742 2.26259 -1.43935 -0.49
C 1.22070 1.99304 -0.83620 -0.45
C 1.38916 2.31589 0.50223 0.54
O 2.52205 1.97030 1.20076 -0.57
C 0.32030 2.72324 1.27976 -0.63
C -0.87614 3.01338 0.63594 -0.41
H -2.54018 4.17366 -1.43353 0.35
H -3.19288 2.60939 -0.92259 0.36
H -2.33128 2.67657 -2.42639 0.35
H -0.09014 2.06044 -2.50025 0.28
H 2.07855 1.70867 -1.42679 0.34
H 3.23958 1.68298 0.63322 0.33
H 0.41763 2.93869 2.33474 0.44
H -1.73521 3.39972 1.16571 0.37
C 0.13376 -5.25879 0.59167 -1.38
C -0.03277 -3.80047 0.27327 0.69
C -1.28153 -3.28795 -0.06242 -0.53
C -1.48268 -1.91995 -0.17066 -0.63
C -0.38640 -1.07331 -0.14207 0.27
C 0.87733 -1.56925 0.14651 -0.36
C 1.03708 -2.92643 0.38666 -0.50
H 1.01465 -5.46900 1.19288 0.35
H 0.22656 -5.85099 -0.31638 0.29
H -0.72046 -5.66243 1.13231 0.35
H -2.11187 -3.97716 -0.14231 0.37
H -2.49073 -1.56025 -0.32001 0.38
H -0.53302 -0.01151 -0.27358 0.12
H 1.68014 -0.84217 0.18875 0.31
H 2.00351 -3.29209 0.72100 0.28
```

The LUMO energy is 0.81 eV. The calculation puts the total energy at -618.30548 Ha. As for the SMILES: Cc1ccc(O)cc1.Cc1ccccc1. Its frontier orbital gap is 9.4 eV.

***

Entry 4:
Computed, not measured: a 2-piece molecular cluster, C14H16O overall at a distorted geometry, with ωB97M-V/def2-TZVPD.

Geometry as XYZ:
```
31
Properties=species:S:1:pos:R:3:mulliken_charge:R:1
C -1.31334 0.24279 -2.62756 -1.39
C -1.95670 0.41071 -1.26260 0.41
C -1.30193 -0.12751 -0.14649 -0.47
C -1.91753 -0.13330 1.09164 -0.52
C -3.19120 0.40194 1.23371 0.83
O -3.88210 0.31385 2.40853 -0.57
C -3.79039 1.04509 0.17029 -0.56
C -3.16060 1.05648 -1.07310 -0.45
H -1.98065 0.57960 -3.41594 0.39
H -1.06629 -0.80913 -2.75312 0.35
H -0.42437 0.86487 -2.70292 0.24
H -0.32714 -0.54249 -0.37839 0.38
H -1.42428 -0.65848 1.90199 0.35
H -3.32105 0.13227 3.17208 0.30
H -4.70943 1.58792 0.34347 0.39
H -3.69913 1.45177 -1.92692 0.31
C 3.38768 0.08808 -1.57163 -1.61
C 2.71487 -0.21627 -0.25578 0.97
C 2.15042 0.77575 0.53851 -0.35
C 1.51620 0.43368 1.72263 -0.57
C 1.62605 -0.85372 2.23251 -0.44
C 2.33367 -1.81755 1.52450 -0.53
C 2.84563 -1.50441 0.27573 -0.43
H 2.82842 0.80346 -2.16434 0.34
H 3.45615 -0.83954 -2.14622 0.39
H 4.41168 0.46498 -1.48145 0.33
H 2.07680 1.78847 0.14900 0.35
H 1.14465 1.22328 2.36370 0.36
H 1.09268 -1.13620 3.13054 0.45
H 2.48305 -2.79674 1.95095 0.38
H 3.39818 -2.22966 -0.30333 0.36
```

The LUMO energy is 0.78 eV. The calculation puts the total energy at -618.30445 Ha. As for the SMILES: Cc1ccc(O)cc1.Cc1ccccc1. Its frontier orbital gap is 9.1 eV.

***

Entry 5:
Computed, not measured: a 2-piece molecular cluster, C14H16O2 overall at a distorted geometry, with ωB97M-V/def2-TZVPD.

Geometry as XYZ:
```
32
Properties=species:S:1:pos:R:3:mulliken_charge:R:1
C -2.79150 -0.64027 -1.75793 -1.53
C -2.40836 -0.46581 -0.27617 1.04
C -2.93035 -1.33985 0.59888 -0.45
C -2.49047 -1.25890 1.95011 -0.53
C -1.85681 -0.14468 2.38510 0.50
O -1.56575 0.26062 3.65663 -0.52
C -1.26231 0.63081 1.37082 -0.42
C -1.54372 0.61010 0.03872 -0.06
H -2.36166 0.14811 -2.67764 0.15
H -3.77784 -0.81692 -1.94702 0.51
H -2.13196 -1.46530 -2.01961 0.33
H -3.93729 -1.88407 0.57177 0.23
H -2.57548 -2.05242 2.88899 0.12
H -2.13161 -0.11651 4.38583 0.35
H -0.50076 1.27700 1.81674 0.35
H -0.98394 1.08960 -0.84139 -0.06
C 1.04595 1.81407 -2.28167 -1.67
C 1.72747 0.93732 -1.22207 0.52
C 3.05111 1.34048 -0.84662 -0.58
C 3.71738 0.51052 0.06852 -0.60
C 3.09246 -0.61896 0.60524 0.69
O 3.71435 -1.16725 1.62422 -0.56
C 1.81970 -1.03152 0.16597 -0.81
C 1.09431 -0.14767 -0.70323 -0.68
H 1.57446 2.67023 -2.44845 0.44
H -0.00522 2.09553 -2.19957 0.34
H 1.02478 1.31356 -3.17155 0.38
H 3.35643 2.40782 -1.14584 0.19
H 4.77172 0.68384 0.29350 0.37
H 3.33115 -2.10273 1.95874 0.34
H 1.69715 -2.06250 0.30068 0.44
H 0.23659 -0.47423 -1.14171 1.17
```

The LUMO energy is 0.64 eV. The calculation puts the total energy at -693.39496 Ha. As for the SMILES: Cc1ccc(O)cc1.Cc1ccc(O)cc1. Its frontier orbital gap is 8.7 eV.

***

Entry 6:
Computed, not measured: C14H17AuNO10P2S as an isolated structure, with ωB97M-V/def2-TZVPD.

Geometry as XYZ:
```
46
Properties=species:S:1:pos:R:3:mulliken_charge:R:1
Au -1.53385 -0.48831 -1.12393 1.12
C 2.66285 -3.50518 -1.07349 -1.70
C 1.71313 -2.31933 -1.16729 1.27
O 2.48405 -1.13856 -1.22894 -0.63
P 0.66697 -2.41625 -2.65175 0.71
O 0.08377 -3.86658 -2.78854 -0.46
O 1.63884 -2.26374 -3.86519 -0.50
O -0.39896 -1.33732 -2.65607 -0.70
P 0.48091 -2.26241 0.17839 0.64
O 1.21279 -2.52259 1.55483 -0.49
O -0.61047 -3.22261 -0.14230 -0.76
O 0.08766 -0.75538 0.20908 -0.25
H 3.38318 -3.46327 -1.88949 0.44
H 2.12840 -4.45258 -1.12543 0.39
H 3.20287 -3.44609 -0.12885 0.40
H 1.92354 -0.40987 -0.91669 0.34
H -0.57017 -4.04347 -2.08370 0.38
H 1.23279 -2.20515 -4.73554 0.38
H 1.06000 -3.41043 1.89246 0.39
O -2.61462 0.89591 -0.08603 -0.63
S -2.21767 2.12544 0.76483 0.03
C -1.03302 3.08737 -0.09118 0.61
C 0.18078 2.57136 -0.53351 -0.40
C 1.04942 3.41155 -1.20446 -0.83
C 0.71422 4.74937 -1.40591 -0.47
C -0.49018 5.25336 -0.94555 -0.63
C -1.38318 4.41690 -0.28726 -0.38
C -1.28766 1.45184 2.11673 0.75
C -1.66553 0.20816 2.60211 -0.40
C -0.99723 -0.30839 3.70122 -0.54
C 0.01546 0.42024 4.30736 -0.53
C 0.36370 1.67359 3.82369 -0.61
C -0.28727 2.20317 2.72082 -0.47
H 0.45335 1.54553 -0.32580 0.60
H 1.99821 3.03407 -1.55878 0.46
H 1.40288 5.40179 -1.92314 0.41
H -0.74544 6.29158 -1.10488 0.41
H -2.33586 4.78979 0.05946 0.45
H -2.46227 -0.34908 2.13214 0.48
H -1.26998 -1.28130 4.08459 0.44
H 0.53276 0.01295 5.16446 0.42
H 1.14901 2.24121 4.30386 0.41
H -0.00818 3.17448 2.33880 0.44
O -2.85422 -3.95110 -2.26299 -0.37
N -3.55423 -3.32141 -1.54295 0.75
O -3.50154 -2.21924 -1.10517 -0.40
```

The LUMO energy (spin up / spin down) is -3.05 / -5.79 eV. The calculation puts the total energy at -2567.23297 Ha. As for the charge: +1. Its frontier orbital gap (spin up / spin down) is 9.4 / 6.7 eV. The multiplicity is 3.

***

Entry 7:
Computed, not measured: a 2-piece molecular cluster, C14H17BF3N2O6 overall at a distorted geometry, with ωB97M-V/def2-TZVPD.

Geometry as XYZ:
```
43
Properties=species:S:1:pos:R:3:mulliken_charge:R:1
C 1.18744 3.72012 -1.19156 -1.09
C 1.32580 2.64859 -2.21612 0.85
O 0.68960 2.67793 -3.24939 -0.60
O 2.19756 1.66172 -1.93928 -0.41
C 1.57947 0.33724 -2.03678 0.07
C 2.16279 -0.49637 -0.92561 -0.70
C 1.30874 -1.70573 -0.48960 -0.31
C 0.00386 -1.90979 -1.23972 -2.01
C -1.21450 -1.13326 -0.70285 2.46
C -0.81564 0.09242 -0.02516 -0.83
N -0.48295 1.18672 0.21392 -0.55
C -1.98570 -2.03386 0.31763 -0.43
C -2.71813 -1.24271 1.28577 0.00
N -3.47478 -0.53657 1.82397 -0.55
C -2.13308 -0.81419 -1.88833 -1.20
C -3.27290 0.12966 -1.63523 -0.50
F -4.34645 -0.55721 -1.12678 -0.33
H 1.87304 3.58921 -0.37252 0.35
H 1.40277 4.66991 -1.65119 0.37
H 0.18290 3.75784 -0.81785 0.26
H 1.85953 -0.04729 -3.00243 0.23
H 0.51692 0.47726 -1.95788 -0.07
H 2.39590 0.11793 -0.07451 0.24
H 3.11140 -0.87551 -1.27177 0.41
H 1.13356 -1.63878 0.57123 -0.14
H 1.89302 -2.60241 -0.61265 0.58
H 0.08597 -1.75897 -2.30518 0.60
H -0.25985 -2.95158 -1.10915 0.64
H -2.69959 -2.63818 -0.21186 0.41
H -1.27349 -2.62300 0.87620 0.55
H -2.57738 -1.74422 -2.21227 0.48
H -1.54964 -0.45380 -2.72239 0.51
H -3.02797 0.94491 -0.97036 0.27
H -3.60203 0.55447 -2.57360 0.39
B 0.16141 0.22169 4.59707 0.64
O 1.20886 1.26666 4.38650 -0.46
C 2.14863 0.78795 3.60097 0.57
O 3.13309 1.37254 3.23538 -0.65
C 1.78216 -0.64946 3.23055 0.75
O 2.43187 -1.38344 2.52906 -0.67
O 0.64194 -0.95711 3.80386 -0.44
F -1.05833 0.65207 4.12021 -0.35
F 0.07421 -0.11341 5.93974 -0.34
```

The LUMO energy is 2.41 eV. The calculation puts the total energy at -1429.38018 Ha. As for the charge: -1. Its frontier orbital gap is 9.0 eV.

***

> Which of these has the highest total energy?

number 2

***

> The highest total energy belongs to which entry?

number 2